# C4H5NO2

A cluster of 2 separate species, C4H5NO2 in total in a non-equilibrium geometry (wB97M-V/def2-TZVPD, the Open Molecules 2025 dataset).

```
12
Properties=species:S:1:pos:R:3:forces:R:3:mulliken_charge:R:1
O -1.8701 -0.6910 -0.3132 -0.91 2.13 -0.83 -0.53
O 2.0687 -0.3042 -0.4191 -5.69 -0.02 2.06 -0.60
N 0.2305 -1.6700 0.5625 1.20 -0.89 -6.49 -0.69
C 0.3997 2.0219 0.1211 0.70 3.36 0.82 -0.59
C 0.8608 -0.3839 0.0475 3.51 -2.78 0.19 0.50
C -0.0534 0.8237 0.2805 -1.56 -3.92 -2.69 0.24
C -1.5129 0.4770 -0.1275 0.34 -1.85 2.34 0.06
H -0.3596 2.8440 0.2021 1.13 -0.45 -0.50 0.23
H 1.5066 2.2067 0.0718 -1.33 -0.02 0.09 0.29
H 0.7420 -2.5686 -0.3647 -1.61 3.37 3.89 0.34
H -0.9018 -1.6297 0.1153 3.78 0.18 1.60 0.42
H -2.3541 1.1673 -0.0333 0.44 0.89 -0.46 0.35
```
Forces are in eV/Å.

## Properties
E_HOMO = -9.627 eV
orbital gap = 8.793 eV

# C4H5NO2

The molecule C4H5NO2 (wB97M-V/def2-TZVPD, the Open Molecules 2025 dataset).

```
12
Properties=species:S:1:pos:R:3:forces:R:3:mulliken_charge:R:1
O -0.6893 -0.3272 2.0657 0.09 0.65 -0.44 -0.44
O 0.4635 2.3704 0.3021 -0.09 -0.57 -0.05 -0.48
N 0.7628 0.2963 -0.6140 0.16 0.31 0.01 -0.29
C -0.6573 0.7579 1.5374 -0.06 -0.55 0.30 0.06
C -0.2438 -0.5211 -1.3183 -0.31 0.04 -0.16 -0.36
C 0.2489 1.1837 0.3558 0.04 0.30 0.04 0.47
C 0.7552 -1.1624 -0.4480 -0.04 -0.23 0.14 -0.23
H -1.2699 -0.4609 -0.9564 0.17 -0.08 -0.01 0.22
H -0.1443 -0.5258 -2.4005 0.04 -0.01 0.20 0.23
H 0.4283 -1.5801 0.4986 0.03 0.07 -0.20 0.23
H 1.6118 -1.6431 -0.9211 -0.16 0.19 0.20 0.22
H -1.2657 1.6122 1.8987 0.13 -0.11 -0.05 0.36
```
Forces are in eV/Å.

## Properties
SMILES = O=CC(=O)N1CC1
E_HOMO = -9.753 eV
orbital gap = 9.338 eV

# C4H5NO2

The molecule C4H5NO2 (wB97M-V/def2-TZVPD, the Open Molecules 2025 dataset).

```
12
Properties=species:S:1:pos:R:3:forces:R:3:mulliken_charge:R:1
O -1.8427 -0.6032 -0.6250 0.16 -0.05 0.16 -0.55
O 2.7485 -0.1465 -0.5530 -0.56 -0.03 -0.01 -0.45
N -0.2897 -0.5367 1.0796 -0.22 -0.28 -0.04 -0.56
C -1.2483 -1.0910 0.3483 0.00 0.08 0.01 0.17
C 1.5476 -0.2267 -0.5896 0.37 0.03 0.00 -0.21
C -0.4736 1.1631 -0.0953 -0.02 0.00 -0.02 -0.52
C 0.6418 0.4363 0.4282 0.09 0.28 -0.13 0.48
H 1.0164 -0.8058 -1.3736 0.08 0.02 0.08 0.32
H -1.0595 1.7690 0.5866 0.09 -0.10 -0.07 0.34
H 1.2170 0.9197 1.2183 -0.08 -0.07 -0.09 0.34
H -0.7195 1.2079 -1.1476 0.06 0.00 0.13 0.25
H -1.5379 -2.0861 0.7232 0.02 0.11 -0.03 0.39
```
Forces are in eV/Å.

## Properties
E_HOMO (spin up / spin down) = -9.588 / -9.588 eV
orbital gap (spin up / spin down) = 8.660 / 8.661 eV

# C4H5NO2

The molecule C4H5NO2 (wB97M-V/def2-TZVPD, the Open Molecules 2025 dataset).

```
12
Properties=species:S:1:pos:R:3:forces:R:3:mulliken_charge:R:1
O 0.9097 1.3726 0.4149 0.33 -0.46 -0.30 -0.33
O -0.9169 2.2484 -0.5401 0.23 -0.37 0.55 -0.50
N 1.2271 -0.8479 -0.4014 0.10 0.75 0.65 -0.49
C -0.2051 -1.1091 -0.3922 0.01 -0.18 0.01 -0.45
C -1.0417 -0.0217 0.3262 0.08 0.00 0.07 -0.43
C -0.4170 1.3157 0.0173 -0.49 0.13 -0.54 0.53
C 1.6512 0.2374 0.0877 -0.17 -0.63 -0.13 0.09
H 2.7144 0.3483 0.3048 -0.30 0.41 -0.17 0.38
H -0.5679 -1.2840 -1.4140 0.16 0.15 0.19 0.34
H -2.1002 -0.0489 0.0454 0.34 0.12 -0.07 0.30
H -0.2731 -2.0678 0.1374 -0.37 0.20 -0.14 0.27
H -0.9804 -0.1430 1.4139 0.07 -0.12 -0.13 0.28
```
Forces are in eV/Å.

## Properties
SMILES = O=C1CCN=CO1
E_HOMO = -10.340 eV
orbital gap = 11.041 eV

# C4H5NO2

The molecule C4H5NO2 in a non-equilibrium geometry (wB97M-V/def2-TZVPD, the Open Molecules 2025 dataset).

```
12
Properties=species:S:1:pos:R:3:forces:R:3:mulliken_charge:R:1
O -0.4487 -1.3261 -0.3532 0.07 -1.17 -0.29 -0.18
O -0.2751 1.3479 -0.3476 -0.63 0.27 0.26 -0.38
N -1.4211 -0.6334 0.3166 -0.80 1.89 -0.20 -0.38
C 0.9982 0.7036 -0.4251 -0.21 -1.29 0.04 0.01
C 0.8203 -0.7885 -0.3271 1.86 0.77 -0.08 -0.13
C -1.3263 0.6415 0.1833 0.50 0.00 1.43 0.04
C 1.4150 -0.0342 0.8496 -1.16 0.72 1.14 -0.58
H 1.6728 1.2177 -1.1134 -0.36 -0.21 0.28 0.35
H 2.4201 -0.2160 1.2429 -0.16 0.16 -0.78 0.30
H 0.7549 0.2832 1.7086 0.52 -0.73 -1.06 0.22
H -2.0517 1.2730 0.7656 0.69 -0.67 -1.05 0.34
H 1.4987 -1.4332 -0.8979 -0.32 0.27 0.32 0.39
```
Forces are in eV/Å.

## Properties
SMILES = C1=NO[C@@H]2C[C@@H]2O1
E_HOMO = -8.925 eV
orbital gap = 9.891 eV

# C4H5NO2

A structure of composition C4H5NO2 (wB97M-V/def2-TZVPD, the Open Molecules 2025 dataset).

```
12
Properties=species:S:1:pos:R:3:forces:R:3:mulliken_charge:R:1
O 1.1406 -0.2069 1.8278 -0.56 -0.10 -0.34 -0.53
O -0.6904 -2.4802 1.6201 -0.09 0.69 -0.41 -0.41
N 0.0158 0.5317 -0.0232 -0.01 0.10 0.22 0.06
C -0.3282 0.1189 -1.3111 -0.03 0.11 -0.24 -0.77
C 0.8583 1.4970 -0.4538 -0.08 0.04 -0.06 -0.47
C 0.2497 -0.3476 1.0271 0.50 0.12 0.37 0.64
C -0.8039 -1.4504 1.0082 0.05 -0.77 0.43 -0.01
H 0.4042 -0.2938 -1.9858 0.12 -0.28 0.32 0.32
H -1.3874 0.1026 -1.5825 0.38 0.38 -0.16 0.33
H 0.4643 2.3564 -0.9682 -0.22 0.09 0.33 0.29
H -1.7034 -1.1986 0.4067 0.10 -0.09 0.12 0.27
H 1.8781 1.5177 -0.0491 -0.15 -0.27 -0.58 0.27
```
Forces are in eV/Å.

## Properties
E_HOMO (spin up / spin down) = -8.966 / -8.967 eV
orbital gap (spin up / spin down) = 8.566 / 8.566 eV

Please write out number 2 again, unchanged.
# C4H5NO2

The molecule C4H5NO2 (wB97M-V/def2-TZVPD, the Open Molecules 2025 dataset).

```
12
Properties=species:S:1:pos:R:3:forces:R:3:mulliken_charge:R:1
O -0.6893 -0.3272 2.0657 0.09 0.65 -0.44 -0.44
O 0.4635 2.3704 0.3021 -0.09 -0.57 -0.05 -0.48
N 0.7628 0.2963 -0.6140 0.16 0.31 0.01 -0.29
C -0.6573 0.7579 1.5374 -0.06 -0.55 0.30 0.06
C -0.2438 -0.5211 -1.3183 -0.31 0.04 -0.16 -0.36
C 0.2489 1.1837 0.3558 0.04 0.30 0.04 0.47
C 0.7552 -1.1624 -0.4480 -0.04 -0.23 0.14 -0.23
H -1.2699 -0.4609 -0.9564 0.17 -0.08 -0.01 0.22
H -0.1443 -0.5258 -2.4005 0.04 -0.01 0.20 0.23
H 0.4283 -1.5801 0.4986 0.03 0.07 -0.20 0.23
H 1.6118 -1.6431 -0.9211 -0.16 0.19 0.20 0.22
H -1.2657 1.6122 1.8987 0.13 -0.11 -0.05 0.36
```
Forces are in eV/Å.

## Properties
SMILES = O=CC(=O)N1CC1
E_HOMO = -9.753 eV
orbital gap = 9.338 eV